[1]
Here is C7H14CuO3 as an isolated structure at a distorted geometry from the OMol25 dataset. Energies are from ωB97M-V with the def2-TZVPD basis set.

Charge: 0
Largest force on an atom: 0.0731 hartree/bohr
Molar mass: 209.73 Da
Spin multiplicity: 2
Expectation value of S²: 0.78
Highest occupied orbital energy (alpha / beta): -7.128 / -6.670 eV

Last column: Löwdin charge in e.
CARTESIAN COORDINATES (ANGSTROEM)
Cu  0.375  0.510  0.325  0.45
C  2.792  -0.941  -0.571  -0.22
C  -1.105  1.956  0.409  -0.19
O  2.112  -1.551  0.488  -0.22
C  -1.385  -0.435  1.889  -0.07
H  -3.248  -0.552  0.854  0.12
H  0.506  0.481  -3.530  0.10
C  1.903  -0.828  -1.794  -0.17
C  -2.324  0.011  1.027  -0.24
H  -1.130  2.515  1.366  0.05
H  3.186  0.058  -0.305  0.13
H  2.477  -0.400  -2.631  0.13
H  -1.236  2.708  -0.385  0.03
H  1.329  -1.433  2.342  0.06
H  -1.573  -0.213  2.942  0.07
C  -0.080  0.189  -2.646  -0.06
H  3.645  -1.581  -0.845  0.13
O  0.783  0.014  -1.533  -0.29
H  -0.588  -0.763  -2.841  0.10
H  -0.833  0.953  -2.412  0.10
C  1.721  -0.714  1.603  -0.13
H  2.608  -0.235  2.064  0.07
O  -2.319  1.147  0.329  -0.16
H  -0.187  -0.439  2.126  0.05
H  1.528  -1.826  -2.072  0.14

Cartesian forces (eV/Å) of the 6 atoms listed first:
-0.273 0.732 2.619
0.087 0.255 -0.035
0.851 0.147 -0.414
0.159 -0.285 0.623
3.050 -0.279 2.177
-0.211 0.594 0.575



[2]
Here is C12H34GaN5O2P as an isolated structure at a distorted geometry from the OMol25 dataset. Energies are from ωB97M-V with the def2-TZVPD basis set.

Charge: -1
Largest force on an atom: 0.0521 hartree/bohr
Molar mass: 381.13 Da
Highest occupied orbital energy: -3.190 eV

Last column: Löwdin charge in e.
CARTESIAN COORDINATES (ANGSTROEM)
C  0.883  -1.905  -1.950  -0.28
H  -3.481  1.907  -1.577  -0.01
N  4.782  2.356  -1.183  0.10
C  -2.905  -4.003  5.795  -0.09
H  0.397  3.202  -4.290  0.09
O  -3.819  1.031  -1.774  -0.45
H  4.383  2.226  1.260  0.07
H  -2.473  0.905  0.996  -0.02
H  -3.461  -4.706  5.173  0.08
N  -2.810  0.006  0.652  -0.29
H  -2.696  -0.826  6.207  0.06
C  0.840  -0.597  -1.067  -0.31
H  4.486  2.064  -2.116  0.03
H  -0.320  2.148  -0.781  -0.07
H  3.000  3.863  -2.561  0.11
H  2.234  -1.851  -4.668  0.06
H  -1.399  1.786  -3.934  0.03
H  -4.484  -2.040  4.852  0.10
H  1.777  2.949  -0.326  0.07
H  -3.907  0.280  5.558  0.07
N  3.872  3.006  0.849  0.08
H  -2.320  -4.567  6.524  0.07
H  -2.317  0.137  4.783  0.08
N  2.469  -1.337  -3.835  0.00
Ga  -0.504  0.814  -1.709  0.22
H  -3.632  -3.404  6.345  0.06
H  2.240  1.108  -2.970  0.07
C  -3.113  -0.417  5.284  -0.08
H  2.962  2.949  1.302  0.06
H  3.400  -0.956  -3.873  0.05
H  2.334  -3.209  -2.881  0.09
H  0.974  1.785  -5.252  0.09
H  2.887  2.261  -4.142  0.09
C  -1.992  -3.143  4.940  -0.29
H  0.117  -1.798  -2.743  0.08
O  -2.671  -2.421  3.930  -0.16
C  -0.456  1.232  -3.718  -0.29
P  -2.648  -0.044  -1.120  0.60
H  0.647  -2.788  -1.330  0.09
C  2.053  2.094  -3.423  -0.22
H  0.492  -0.924  -0.058  0.02
C  0.717  2.146  -4.233  -0.29
H  1.847  -0.170  -0.908  0.01
C  2.163  3.192  -2.285  -0.21
H  -2.278  -0.746  1.072  -0.02
H  3.056  -1.833  -1.882  0.10
H  -4.067  -1.039  3.476  0.11
H  1.222  3.760  -2.319  0.10
C  2.283  -2.135  -2.608  -0.29
C  3.719  2.610  -0.530  -0.56
H  -0.534  0.297  -4.306  0.03
H  -1.280  -3.786  4.420  0.12
C  -3.657  -1.504  4.374  -0.28
N  2.388  2.496  -0.999  0.01
H  -1.398  -2.462  5.558  0.10

Cartesian forces (eV/Å) of the 6 atoms listed first:
0.652 0.952 0.080
-0.121 0.427 -0.198
-0.507 0.005 -0.369
-0.124 0.014 0.087
0.077 -0.386 -0.106
0.661 -0.386 1.052



Q: What is the charge in the first record?
A: 0



Repeat the second record exactly.
Here is C12H34GaN5O2P as an isolated structure at a distorted geometry from the OMol25 dataset. Energies are from ωB97M-V with the def2-TZVPD basis set.

Charge: -1
Largest force on an atom: 0.0521 hartree/bohr
Molar mass: 381.13 Da
Highest occupied orbital energy: -3.190 eV

Last column: Löwdin charge in e.
CARTESIAN COORDINATES (ANGSTROEM)
C  0.883  -1.905  -1.950  -0.28
H  -3.481  1.907  -1.577  -0.01
N  4.782  2.356  -1.183  0.10
C  -2.905  -4.003  5.795  -0.09
H  0.397  3.202  -4.290  0.09
O  -3.819  1.031  -1.774  -0.45
H  4.383  2.226  1.260  0.07
H  -2.473  0.905  0.996  -0.02
H  -3.461  -4.706  5.173  0.08
N  -2.810  0.006  0.652  -0.29
H  -2.696  -0.826  6.207  0.06
C  0.840  -0.597  -1.067  -0.31
H  4.486  2.064  -2.116  0.03
H  -0.320  2.148  -0.781  -0.07
H  3.000  3.863  -2.561  0.11
H  2.234  -1.851  -4.668  0.06
H  -1.399  1.786  -3.934  0.03
H  -4.484  -2.040  4.852  0.10
H  1.777  2.949  -0.326  0.07
H  -3.907  0.280  5.558  0.07
N  3.872  3.006  0.849  0.08
H  -2.320  -4.567  6.524  0.07
H  -2.317  0.137  4.783  0.08
N  2.469  -1.337  -3.835  0.00
Ga  -0.504  0.814  -1.709  0.22
H  -3.632  -3.404  6.345  0.06
H  2.240  1.108  -2.970  0.07
C  -3.113  -0.417  5.284  -0.08
H  2.962  2.949  1.302  0.06
H  3.400  -0.956  -3.873  0.05
H  2.334  -3.209  -2.881  0.09
H  0.974  1.785  -5.252  0.09
H  2.887  2.261  -4.142  0.09
C  -1.992  -3.143  4.940  -0.29
H  0.117  -1.798  -2.743  0.08
O  -2.671  -2.421  3.930  -0.16
C  -0.456  1.232  -3.718  -0.29
P  -2.648  -0.044  -1.120  0.60
H  0.647  -2.788  -1.330  0.09
C  2.053  2.094  -3.423  -0.22
H  0.492  -0.924  -0.058  0.02
C  0.717  2.146  -4.233  -0.29
H  1.847  -0.170  -0.908  0.01
C  2.163  3.192  -2.285  -0.21
H  -2.278  -0.746  1.072  -0.02
H  3.056  -1.833  -1.882  0.10
H  -4.067  -1.039  3.476  0.11
H  1.222  3.760  -2.319  0.10
C  2.283  -2.135  -2.608  -0.29
C  3.719  2.610  -0.530  -0.56
H  -0.534  0.297  -4.306  0.03
H  -1.280  -3.786  4.420  0.12
C  -3.657  -1.504  4.374  -0.28
N  2.388  2.496  -0.999  0.01
H  -1.398  -2.462  5.558  0.10

Cartesian forces (eV/Å) of the 6 atoms listed first:
0.652 0.952 0.080
-0.121 0.427 -0.198
-0.507 0.005 -0.369
-0.124 0.014 0.087
0.077 -0.386 -0.106
0.661 -0.386 1.052